# 1
The following is a DFT calculation (ωB97M-V/def2-TZVPD) of a structure of composition C27H28N9O2PS3Tl.

XYZ file:
```
71
Properties=species:S:1:pos:R:3
N -1.672 -2.029 0.926
C 2.804 3.204 -0.630
H -3.323 -5.165 -0.945
H 3.291 -5.099 0.167
S 2.596 1.572 -0.920
C -0.557 8.350 0.052
N 0.143 -0.807 -2.145
N 1.926 4.141 -0.506
C 2.527 -4.357 0.014
C -0.610 -0.483 -4.213
C -3.753 -2.767 1.238
O -3.386 -1.524 -2.036
H -4.088 -3.758 -1.709
H -0.836 -2.697 3.233
H 2.079 -2.383 3.262
N 1.378 -4.621 -0.679
S 4.476 3.906 -0.512
C 0.036 0.233 3.850
Tl -0.022 -0.017 0.293
N 1.254 -2.527 -0.015
H -1.907 6.726 -0.288
H -2.803 -1.277 2.562
H 0.904 -5.744 -2.381
C 1.746 -1.354 3.327
H 2.805 8.077 0.180
C 0.629 -3.480 -0.674
N -3.431 -0.332 -1.649
C -0.582 -1.850 -2.497
H 1.039 9.734 0.389
H 2.826 1.801 2.739
H 0.558 2.297 3.581
C 1.031 -5.874 -1.307
C 3.807 5.500 -0.334
H -4.875 -4.557 -0.326
H -4.762 -2.949 1.561
C 2.433 -3.054 0.411
O -2.465 0.143 -1.032
C 0.454 -1.091 3.771
C 0.126 6.068 -0.317
C -0.453 -2.232 4.141
C 1.474 6.428 -0.196
H -0.965 0.450 4.207
C 0.774 8.705 0.185
H 0.092 -2.987 4.708
H -1.301 -1.891 4.734
C 0.887 1.270 3.487
N -3.227 -3.381 0.137
P -1.000 -3.345 -1.529
C -1.926 -2.601 -4.478
C 0.121 0.057 -3.194
C -0.869 7.021 -0.193
H 3.141 -2.459 0.959
H -2.036 -2.279 -5.511
C -1.974 -2.867 -0.045
C 2.593 -0.321 2.958
H 3.595 -0.545 2.614
H 1.830 -6.592 -1.135
H -1.337 9.095 0.143
N -1.037 -1.706 -3.776
H 0.630 1.005 -3.139
H -1.529 -3.616 -4.452
S 4.817 6.816 -0.207
H -2.901 -2.592 -3.990
H 0.103 -6.266 -0.890
C 2.166 0.996 3.033
C 1.784 7.763 0.067
H -0.870 -0.112 -5.188
H -0.127 5.037 -0.506
C -3.920 -4.272 -0.763
C -2.779 -1.939 1.714
N 2.448 5.407 -0.338
```

Output
energy	-3397.386487	hartree
energy above the lowest of the compared OMol25 structures with the same formula, charge and spin	0.0000	eV
E_HOMO	-4.23	eV
charge	-1
frontier orbital gap	0.231	hartree
E_LUMO	0.07592	Ha

# 2
The following is a DFT calculation (ωB97M-V/def2-TZVPD) of a structure of composition C27H29AsN4O4OsS.

XYZ file:
```
67
Properties=species:S:1:pos:R:3
H -4.263 5.787 0.598
H 5.306 3.225 0.696
C 1.325 -1.225 1.839
H 1.636 4.646 0.648
O 2.820 -1.865 -1.035
H 0.677 -2.120 -2.718
C 4.074 1.576 0.161
C 5.073 -0.638 0.422
C 6.222 -0.062 0.884
C -3.730 2.457 0.205
Os 0.121 0.693 -0.164
H 0.212 5.497 1.293
H -3.147 -0.940 0.067
H -5.489 3.641 0.393
C -0.203 3.675 0.240
C 3.991 0.178 0.051
H 3.404 -2.873 3.649
C -4.784 -4.625 -2.579
C -3.697 -5.045 -1.825
H 0.556 5.528 -0.438
C 1.326 -2.516 4.121
S 2.591 -0.556 -0.541
O 1.822 0.430 -1.390
As -1.143 -1.040 -1.390
H -1.139 0.108 -3.604
C 5.222 2.149 0.627
C -2.979 -4.128 -1.071
H -2.550 0.612 -2.638
C 0.599 4.910 0.462
H -0.759 -1.957 4.172
O 0.483 2.637 -0.027
H 7.562 2.904 1.493
O -1.764 1.238 0.011
C 2.470 -2.418 3.345
C -3.719 4.861 0.481
C -0.087 -2.502 -2.044
H 3.244 2.196 -0.153
C 0.178 -1.915 3.632
H -0.753 -3.181 -2.577
N 7.459 1.906 1.443
H -2.054 -2.224 0.593
C -5.158 -3.289 -2.571
H 0.391 -3.022 -1.217
H -2.141 -4.465 -0.471
H 1.326 -3.047 5.061
C -4.407 3.648 0.361
C -2.552 -1.786 -0.271
H -4.747 -1.331 -1.801
N 2.478 -1.759 2.186
C -2.336 2.440 0.167
N 0.165 -1.265 2.466
C -3.344 -2.785 -1.064
C 6.328 1.343 0.996
N 1.315 -0.515 0.607
C -2.351 4.859 0.449
H -6.015 -2.962 -3.145
H -1.817 5.794 0.536
C -1.625 3.655 0.290
H -5.346 -5.341 -3.163
H -3.414 -6.089 -1.817
C -1.935 -0.232 -2.943
H 7.066 -0.682 1.158
C -4.440 -2.372 -1.818
H -2.546 -0.978 -3.450
H 8.263 1.348 1.671
H -4.262 1.519 0.120
H 4.992 -1.712 0.331
```

Output
energy	-4290.352693	hartree
energy above the lowest of the compared OMol25 structures with the same formula, charge and spin	0.2990	eV
E_HOMO	-13.53	eV
charge	+2
frontier orbital gap	0.220	hartree
E_LUMO	-0.27686	Ha

# 3
The following is a DFT calculation (ωB97M-V/def2-TZVPD) of a structure of composition C27H29AuBrClN4O3.

XYZ file:
```
66
Properties=species:S:1:pos:R:3
C -1.016 -1.649 5.085
H 4.709 0.743 -0.927
C -3.466 0.651 2.900
H -2.046 -2.533 -2.174
H 5.461 1.701 0.383
C -2.975 0.923 1.624
N -2.840 -3.644 0.791
C -0.526 0.243 -6.562
H 2.908 4.069 -0.992
Cl -3.855 0.322 0.232
H 0.753 -0.725 4.284
H 2.859 1.999 2.138
C -0.171 -1.255 4.067
H -3.650 -4.459 -1.052
H -1.126 0.961 -4.602
H 3.943 2.983 -1.919
H 4.629 3.927 -0.573
N 1.748 0.462 0.106
H 2.451 -0.287 0.015
C -2.999 -3.737 -0.580
C 0.966 -1.604 -6.550
H -3.439 -3.065 3.243
N -1.605 -2.095 -0.072
H -2.904 -2.569 5.549
C -2.510 -2.573 3.461
C -1.306 2.041 0.174
C -0.538 0.252 -5.172
C -2.004 -2.626 1.069
C -0.451 -1.487 2.706
H -3.150 0.933 4.996
H -4.373 0.061 3.028
H -1.840 1.790 -0.725
H -3.212 -4.290 1.468
C -1.603 1.820 3.854
C 3.405 2.259 0.026
H 2.371 3.582 1.430
H 4.349 0.424 0.800
C 3.749 3.383 -0.928
O -0.540 -0.210 -2.304
C -2.215 -2.789 -1.127
C 0.266 -0.645 -4.474
O 1.400 -1.298 -2.517
C -1.788 1.671 1.433
H 1.594 0.603 1.094
C 4.545 1.206 0.072
C 0.417 -0.717 -2.990
H -1.070 1.023 -7.081
Au -0.143 -0.601 -0.199
C -2.216 -2.302 4.774
C 3.138 2.798 1.439
H -0.402 2.638 0.076
O 0.409 -1.064 1.836
H 1.609 -2.292 -4.602
N 2.135 1.703 -0.479
C -1.640 -2.204 2.427
H -0.158 2.651 2.442
C -2.790 1.125 4.005
H -1.067 2.171 4.730
C 0.236 -0.681 -7.281
H 0.266 -0.655 -8.363
H 2.114 1.572 -1.473
H 4.058 3.276 1.836
C 0.987 -1.592 -5.166
H -0.757 -1.472 6.124
Br 2.004 -2.923 -7.436
C -1.085 2.076 2.602
```

Output
spin multiplicity	3
energy	-4660.867410	hartree
energy above the lowest of the compared OMol25 structures with the same formula, charge and spin	0.0000	eV
E_HOMO (spin up / spin down)	-7.16 / -7.76	eV
charge	0
frontier orbital gap (spin up / spin down)	0.285 / 0.261	hartree
E_LUMO (spin up / spin down)	0.02146 / -0.02442	Ha